1.
{"formula": "C4H7BrO3P2", "method": "wB97M-V/def2-TZVPD", "spin_multiplicity": 1, "e_homo_ev": -6.29, "largest_force_ev_per_a": 1.88, "homo_lumo_gap_ev": 3.88, "symbols": ["C", "C", "P", "P", "O", "Br", "H", "H", "H", "H", "C", "C", "O", "O", "H", "H", "H"], "xyz": [[0.8446, 0.1165, -0.5658], [1.1199, 1.2530, -0.8466], [1.2856, 2.9155, -1.2607], [-0.7454, 3.8186, -1.6806], [-1.5533, 2.4975, -2.1436], [-1.4619, 4.3497, 0.3374], [0.3639, -0.7714, -0.1787], [1.8226, 3.5543, -0.1322], [2.1043, 3.0486, -2.3894], [-1.5229, 2.3940, -3.1062], [-0.8163, -3.2509, 2.1141], [0.3737, -3.3967, 1.1340], [0.0914, -3.7913, -0.0214], [1.4893, -3.0661, 1.5979], [-1.7558, -3.5402, 1.6420], [-0.6547, -3.8828, 2.9886], [-0.8972, -2.2133, 2.4507]], "atomic_forces_ev_per_a": [[-1.0, 0.0, 0.6], [0.5, 0.6, -0.5], [-0.4, -1.4, 1.2], [-0.5, 1.1, -0.9], [0.3, 0.0, 0.6], [0.3, -0.7, -0.4], [0.6, -0.5, -0.2], [0.3, 0.2, -0.4], [0.1, 0.2, 0.1], [-0.2, 0.0, 0.0], [-0.2, -0.1, -0.1], [-0.2, 0.2, 0.1], [0.1, 0.3, -0.1], [0.0, 0.2, -0.2], [0.0, 0.0, 0.0], [0.1, 0.1, 0.1], [0.1, 0.0, 0.1]]}

=====

2.
{"formula": "C4H7BrS2", "method": "wB97M-V/def2-TZVPD", "spin_multiplicity": 1, "e_homo_ev": [-8.67, -8.79], "largest_force_ev_per_a": 5.76, "homo_lumo_gap_ev": [7.17, 7.25], "symbols": ["C", "C", "C", "C", "S", "S", "Br", "H", "H", "H", "H", "H", "H", "H"], "xyz": [[1.8313, -2.8542, -1.4972], [0.5443, 0.9424, 0.9903], [-1.2443, 0.9711, -0.7145], [-0.8294, 0.3848, 0.6719], [0.3722, -2.2515, -1.0951], [-1.2371, -1.3770, 0.7602], [3.3592, -2.8266, -0.5219], [0.6128, 1.9377, 0.7227], [0.6938, 0.8377, 2.0489], [1.2605, 0.2658, 0.4720], [-2.2125, 0.8980, -0.8559], [-0.7265, 0.4355, -1.6648], [-0.9426, 2.0909, -0.8608], [-1.4817, 0.5453, 1.5442]], "atomic_forces_ev_per_a": [[-2.1, 1.3, 1.0], [0.1, -3.8, 0.7], [5.6, 1.1, -1.0], [-0.5, 0.4, -1.3], [0.5, -1.0, -1.1], [1.6, -0.4, -0.4], [0.8, -0.2, 0.3], [0.3, 1.9, -0.7], [0.5, 0.0, 0.5], [0.0, 0.9, 0.2], [-4.9, -0.4, -0.8], [-0.9, 0.9, 2.5], [-0.5, -1.9, 0.6], [-0.4, 1.2, -0.5]]}

=====

3.
{"formula": "C4H7Cl", "method": "wB97M-V/def2-TZVPD", "spin_multiplicity": 1, "e_homo_ev": -9.37, "largest_force_ev_per_a": 3.07, "homo_lumo_gap_ev": 10.38, "smiles": "C=CCCCl", "symbols": ["C", "C", "C", "C", "H", "H", "H", "H", "H", "H", "H", "Cl"], "xyz": [[1.5777, -0.0001, -0.5605], [0.0212, -0.2243, -0.7030], [-0.6988, -0.4174, 0.6026], [-1.7099, 0.4168, 0.9462], [1.7944, -0.0228, -1.6275], [1.9984, -0.8595, -0.0448], [-0.5213, 0.6046, -1.2626], [0.0838, -1.1294, -1.2463], [-0.4411, -1.2620, 1.3393], [-2.4605, 0.0247, 1.7255], [-1.7135, 1.3870, 0.5074], [2.0694, 1.4824, 0.3237]], "atomic_forces_ev_per_a": [[-1.9, 0.0, -0.5], [1.1, 2.0, 1.9], [-1.1, -0.1, 1.1], [0.4, -2.7, 1.4], [1.3, 0.6, 0.2], [0.2, 0.1, 0.0], [1.0, -1.1, 0.4], [-0.8, -1.1, -0.9], [-0.5, 0.9, -1.7], [1.4, 1.4, -0.9], [-0.9, 0.5, -0.5], [-0.1, -0.4, -0.6]]}

=====

4.
{"formula": "C4H7Cl2N", "method": "wB97M-V/def2-TZVPD", "spin_multiplicity": 1, "e_homo_ev": -9.57, "largest_force_ev_per_a": 2.99, "homo_lumo_gap_ev": 10.42, "smiles": "NC/C(=C/Cl)CCl", "symbols": ["C", "C", "C", "C", "H", "H", "H", "H", "H", "H", "H", "N", "Cl", "Cl"], "xyz": [[0.5443, 0.8425, -0.5656], [-0.4491, -0.2306, -0.1364], [0.0143, -1.4584, 0.4680], [-1.7236, 0.0917, -0.3482], [1.6870, 2.1928, 0.3315], [1.6762, 0.7987, 1.0926], [1.2295, 0.4598, -1.2798], [-0.0257, 1.6081, -1.0497], [-0.7618, -2.2115, 0.3185], [0.1819, -1.3702, 1.5269], [-2.1027, 0.9792, -0.8667], [1.0885, 1.4502, 0.6274], [1.6094, -2.0899, -0.1964], [-2.9680, -1.0623, 0.0780]], "atomic_forces_ev_per_a": [[-1.5, -0.3, 1.0], [-0.1, 2.5, -1.6], [0.2, -1.6, 0.2], [-0.1, -1.0, -0.1], [0.5, 0.7, 0.1], [0.6, -0.6, 0.6], [1.0, -0.5, -0.6], [-0.3, 0.5, -0.5], [0.5, -0.2, 0.0], [0.1, 0.1, 0.5], [0.3, -0.4, 0.5], [-0.1, 0.3, -0.1], [-0.8, 0.3, 0.2], [-0.3, 0.3, 0.0]]}

=====

5.
{"formula": "C4H7Cl2NO", "method": "wB97M-V/def2-TZVPD", "spin_multiplicity": 1, "e_homo_ev": -9.86, "largest_force_ev_per_a": 2.31, "homo_lumo_gap_ev": 10.65, "smiles": "N[C@@H]1C[C@@H](O)C1(Cl)Cl", "symbols": ["C", "C", "C", "C", "H", "H", "H", "H", "H", "H", "H", "N", "O", "Cl", "Cl"], "xyz": [[-0.5238, 0.9147, 0.7520], [-0.1049, 1.8347, -0.4094], [0.9327, 0.7937, -0.8040], [0.0370, -0.2453, -0.0645], [-2.4767, 0.8369, 0.5284], [-1.9687, 1.5227, 1.9332], [0.1870, 1.0919, 1.5783], [-0.9157, 1.8943, -1.1653], [0.3397, 2.8185, -0.1700], [1.0440, 0.5863, -1.9074], [2.6545, 0.1273, -0.1294], [-1.8459, 0.7642, 1.3007], [2.2129, 0.9642, -0.2066], [0.8749, -1.5050, 0.7682], [-1.2096, -0.9496, -1.0603]], "atomic_forces_ev_per_a": [[0.5, -0.1, 1.1], [0.1, 1.1, -0.1], [0.6, -1.2, -1.9], [0.4, 0.5, 0.3], [-0.8, 0.1, -0.2], [-0.6, 0.5, 0.5], [-0.3, -0.2, -0.3], [0.6, 0.2, 0.3], [-0.5, -0.4, -0.1], [-0.1, 0.2, 1.0], [0.2, -0.8, 0.0], [1.1, -0.1, -0.5], [-1.3, 1.3, -0.1], [0.5, -0.8, 0.6], [-0.4, -0.2, -0.8]]}

=====

6.
{"formula": "C4H7Cl2NSi", "method": "wB97M-V/def2-TZVPD", "spin_multiplicity": 1, "e_homo_ev": -9.36, "largest_force_ev_per_a": 3.82, "homo_lumo_gap_ev": 8.50, "symbols": ["C", "C", "C", "C", "N", "Si", "Cl", "Cl", "H", "H", "H", "H", "H", "H", "H"], "xyz": [[-0.7769, 2.3975, -1.8437], [0.3917, -0.7196, 2.0938], [0.3509, 1.7380, -1.3169], [0.5625, -1.4345, 0.6827], [-1.6433, 2.8125, -2.4491], [-0.5276, -0.7477, -0.6028], [-0.7758, -2.0017, -2.2797], [-2.5227, -0.4717, 0.0120], [-0.6293, -0.7816, 2.3939], [1.0738, -1.1619, 2.8059], [0.6030, 0.3084, 1.8439], [0.8072, 2.3272, -0.5303], [0.9744, 1.3368, -2.0157], [0.5260, -2.5237, 0.8346], [1.5860, -1.0781, 0.3713]], "atomic_forces_ev_per_a": [[1.0, -1.1, 0.0], [0.0, -0.4, -2.3], [-2.0, -1.5, 2.9], [1.5, 0.5, 1.6], [-1.8, 1.1, -0.8], [-1.3, 1.8, -1.3], [0.5, 0.8, 0.8], [1.1, 0.0, -0.1], [-0.6, -0.1, 0.6], [0.1, 0.2, 0.2], [0.2, 0.6, 0.7], [0.2, -0.5, 0.3], [1.8, -0.7, -1.9], [0.0, 0.3, -0.6], [-0.7, -0.9, 0.0]]}

=====

7.
{"formula": "C4H7Cl3NO2", "method": "wB97M-V/def2-TZVPD", "spin_multiplicity": 1, "e_homo_ev": -12.60, "total_charge": 1, "largest_force_ev_per_a": 4.31, "homo_lumo_gap_ev": 8.06, "symbols": ["C", "C", "C", "C", "N", "O", "O", "Cl", "Cl", "Cl", "H", "H", "H", "H", "H", "H", "H"], "xyz": [[-0.4885, 0.1378, 1.2884], [-1.9593, -0.1994, 0.7371], [-0.5450, 0.0929, -0.9480], [1.7873, -1.2303, -0.6648], [-0.1478, 0.3916, -2.2084], [0.1754, 0.5092, 0.0631], [-1.6729, -0.4518, -0.6810], [1.9855, 2.3216, 1.9145], [2.4874, -2.1073, 0.5580], [2.3995, -1.2903, -2.1912], [-0.4702, 0.8740, 2.0187], [-0.0233, -0.7935, 1.7945], [-2.4813, -1.0373, 1.2395], [-2.5940, 0.7255, 0.7644], [-0.6040, -0.1446, -2.9908], [1.4787, 1.1393, 1.6758], [0.6724, 1.0626, -2.3699]], "atomic_forces_ev_per_a": [[-1.8, -3.9, -0.7], [0.7, 1.3, 1.2], [1.8, 1.8, -1.6], [-1.1, -0.3, 0.3], [-0.3, -0.3, 0.8], [-1.4, 1.0, 0.1], [-0.3, -0.6, 0.2], [-0.3, -0.8, -0.1], [0.9, -0.5, -0.1], [1.4, -0.6, -0.7], [-0.1, 1.8, 0.8], [-0.4, 1.3, -1.4], [0.5, 0.3, -0.7], [0.5, -0.9, -0.1], [0.7, 1.2, 1.1], [0.8, 1.0, 0.3], [-1.7, -1.8, 0.4]]}

=====

8.
{"formula": "C4H7ClFIO", "method": "wB97M-V/def2-TZVPD", "spin_multiplicity": 1, "e_homo_ev": -8.86, "largest_force_ev_per_a": 5.08, "homo_lumo_gap_ev": 9.25, "symbols": ["C", "C", "C", "C", "O", "F", "Cl", "I", "H", "H", "H", "H", "H", "H", "H"], "xyz": [[-3.0418, 1.3839, 1.1565], [2.4655, -1.7634, -1.1865], [1.6622, -1.0724, 0.9118], [-2.0167, 0.2742, 1.1956], [1.4924, -1.2136, -0.3052], [-2.1412, -0.5347, 2.2406], [2.9988, -1.8881, 1.5725], [-2.2967, -1.2284, -0.5092], [-3.2844, 1.6687, 0.2091], [-2.8759, 2.0204, 1.9423], [-4.0232, 0.8964, 1.4450], [2.4406, -2.7685, -1.3240], [3.3313, -1.3042, -0.8129], [2.3720, -1.4021, -2.2035], [-1.0032, 0.5067, 1.1774]], "atomic_forces_ev_per_a": [[-1.7, -4.6, 1.4], [0.3, 2.7, -1.1], [-1.7, 1.2, 2.5], [-1.3, -1.0, -1.6], [-1.2, -0.2, -2.7], [-0.6, -0.5, 1.7], [1.5, -0.8, 0.6], [0.1, 1.0, 0.4], [0.1, 1.7, -2.5], [0.7, 2.3, 1.3], [0.9, 0.2, -0.1], [0.1, -3.1, 0.7], [1.9, -0.4, 0.1], [-0.8, 0.7, 0.0], [1.7, 0.8, -0.7]]}

=====

We obtain E values of -3638.8809, -3526.8346, -616.7455, -1131.7250, -1206.9692, -1421.2674, -1742.0380, -1089.4571 a.u. for the records listed above, in that order.